1.
This record from OMol25 describes a structure of composition C35H96N15O9P4Rb in a non-equilibrium geometry. The level of theory is the ωB97M-V functional and the def2-TZVPD basis.

Structure (XYZ):
```
160
Properties=species:S:1:pos:R:3
Rb 0.548 -0.127 0.104
C 5.829 0.048 -0.060
C 4.626 0.889 -0.318
C 5.126 2.109 -1.110
C 5.410 1.672 -2.543
C 4.160 1.000 -3.132
C 3.726 -0.210 -2.330
N 3.442 0.204 -0.960
O 3.165 -0.955 -0.190
C 4.833 -1.356 -2.457
C 2.423 -0.702 -2.919
C 4.014 1.423 1.000
H 6.487 -0.158 -0.945
H 5.678 -0.958 0.399
H 6.517 0.603 0.610
H 6.073 2.436 -0.632
H 4.374 2.918 -1.107
H 6.303 1.059 -2.713
H 5.675 2.591 -3.130
H 4.362 0.732 -4.161
H 3.303 1.682 -3.261
H 4.780 -1.960 -1.547
H 5.873 -1.014 -2.521
H 4.636 -1.974 -3.302
H 1.798 0.239 -2.812
H 1.891 -1.425 -2.384
H 2.537 -1.042 -3.961
H 3.060 1.874 0.818
H 4.744 2.103 1.413
H 3.898 0.597 1.673
O -0.171 2.209 -1.326
P -0.659 3.597 -1.243
N -1.241 4.113 -2.688
C -0.582 3.587 -3.898
C -2.130 5.215 -2.921
N 0.578 4.555 -0.692
C 1.718 3.709 -0.262
C 0.898 5.896 -1.071
N -1.918 3.983 -0.288
C -1.628 4.447 1.024
C -3.077 3.219 -0.481
H -1.341 3.049 -4.494
H 0.176 2.904 -3.561
H -0.095 4.422 -4.405
H -1.600 6.097 -3.333
H -2.608 5.477 -2.008
H -2.911 5.026 -3.664
H 2.030 3.006 -1.038
H 2.494 4.393 -0.052
H 1.429 3.146 0.582
H 1.520 6.391 -0.303
H 1.487 5.964 -1.966
H -0.030 6.476 -1.158
H -1.611 3.619 1.811
H -0.622 4.831 1.039
H -2.309 5.170 1.482
H -3.839 3.745 0.072
H -3.084 2.294 0.066
H -3.293 3.202 -1.536
O -1.312 -1.552 -2.118
P -2.260 -1.673 -3.203
N -3.677 -2.473 -2.822
C -3.693 -3.662 -1.965
C -5.052 -1.938 -3.058
N -1.580 -2.534 -4.443
C -0.213 -2.457 -4.859
C -2.386 -3.331 -5.322
N -2.786 -0.238 -3.771
C -3.221 0.777 -2.863
C -2.722 0.120 -5.134
H -4.605 -4.171 -2.290
H -3.753 -3.432 -0.866
H -2.845 -4.280 -2.169
H -5.132 -1.264 -3.932
H -5.348 -1.362 -2.141
H -5.781 -2.803 -3.114
H 0.344 -1.625 -4.390
H 0.438 -3.290 -4.560
H -0.166 -2.379 -5.974
H -2.792 -2.795 -6.195
H -1.714 -4.141 -5.623
H -3.197 -3.799 -4.779
H -2.478 1.476 -2.636
H -3.983 1.430 -3.274
H -3.577 0.381 -1.916
H -3.697 0.405 -5.552
H -2.356 -0.778 -5.688
H -1.970 0.933 -5.289
O 0.730 1.837 2.098
P 0.712 1.842 3.583
N 1.241 0.415 4.290
C 2.553 -0.033 3.909
C 0.412 -0.461 5.037
N -0.763 2.118 4.232
C -1.885 1.354 3.687
C -1.199 3.236 5.090
N 1.716 2.974 4.208
C 1.913 3.022 5.622
C 2.301 3.920 3.335
H 2.745 0.322 2.886
H 2.641 -1.087 3.887
H 3.329 0.219 4.653
H 0.142 -1.308 4.429
H -0.520 0.077 5.284
H 0.834 -0.705 6.016
H -2.465 0.844 4.481
H -2.576 1.932 3.048
H -1.462 0.533 3.131
H -1.678 2.938 5.999
H -0.405 3.937 5.272
H -1.959 3.798 4.496
H 1.113 2.452 5.945
H 2.892 2.626 5.939
H 1.872 3.982 6.097
H 2.477 3.519 2.311
H 3.297 4.146 3.729
H 1.673 4.810 3.212
O -1.262 -1.327 2.148
P -2.396 -2.279 2.242
N -3.797 -1.626 1.720
C -4.994 -2.410 1.721
C -3.537 -0.711 0.559
N -2.842 -2.899 3.713
C -3.565 -2.128 4.720
C -1.889 -3.827 4.329
N -1.999 -3.708 1.537
C -1.078 -3.750 0.394
C -2.888 -4.872 1.542
H -5.871 -1.765 1.986
H -4.929 -3.201 2.487
H -5.173 -2.892 0.744
H -3.388 -1.209 -0.377
H -2.694 -0.072 0.758
H -4.393 -0.082 0.503
H -4.140 -1.377 4.205
H -4.251 -2.773 5.300
H -2.905 -1.613 5.460
H -2.226 -4.909 4.259
H -0.861 -3.819 3.924
H -1.860 -3.605 5.420
H -1.388 -3.340 -0.560
H -0.205 -3.243 0.717
H -1.019 -4.799 0.214
H -3.519 -4.881 0.614
H -3.534 -4.742 2.390
H -2.293 -5.774 1.629
C 2.737 -4.498 -1.639
N 1.979 -4.844 -2.844
O 0.777 -4.944 -2.837
O 2.622 -4.993 -3.882
H 3.759 -4.488 -1.845
H 2.547 -5.340 -0.957
H 2.442 -3.496 -1.317
C 3.921 -3.001 1.863
N 2.498 -3.487 2.146
O 2.247 -4.645 1.801
O 1.688 -2.775 2.746
H 3.810 -2.164 1.116
H 4.465 -3.805 1.337
H 4.361 -2.734 2.845
```

The total energy comes out at -116440.66300 eV. For the gap between HOMO and LUMO, the calculation gives 5.900 eV.

***

2.
This record from OMol25 describes a cluster of 2 separate species, C4H10NO in total in a non-equilibrium geometry. The level of theory is the ωB97M-V functional and the def2-TZVPD basis.

Structure (XYZ):
```
16
Properties=species:S:1:pos:R:3
C 0.907 1.048 -2.640
C -0.438 1.394 -0.536
C -0.298 -2.252 2.927
C -0.196 0.685 -1.692
N 0.093 -1.434 1.805
O -0.195 -0.243 1.684
H 0.440 1.758 -3.291
H 1.649 1.683 -2.090
H 1.397 0.235 -3.314
H -0.116 0.696 0.386
H -1.555 1.415 -0.348
H 0.135 2.343 -0.436
H -0.445 -3.211 2.574
H -1.015 -1.678 3.583
H 0.518 -2.392 3.530
H -0.882 -0.047 -2.144
```

The total energy comes out at -7835.66956 eV. The charge is +1. For the gap between HOMO and LUMO, the calculation gives 7.560 eV.

***

3.
This record from OMol25 describes the ion C4H12NO with charge +1 in a non-equilibrium geometry. The level of theory is the ωB97M-V functional and the def2-TZVPD basis.

Structure (XYZ):
```
18
Properties=species:S:1:pos:R:3
O -0.440 -2.252 0.110
C -1.225 -1.282 -0.571
C -1.195 -0.062 0.307
N 0.243 0.234 0.577
C 1.020 1.011 -0.437
C 1.440 2.389 0.033
H -0.209 -2.954 -0.515
H -2.245 -1.591 -0.685
H -0.762 -1.008 -1.507
H -1.717 -0.222 1.236
H -1.642 0.784 -0.212
H 0.361 0.789 1.432
H 0.660 -0.683 0.799
H 0.528 1.030 -1.411
H 1.926 0.450 -0.674
H 0.718 3.188 -0.075
H 2.349 2.697 -0.481
H 1.716 2.350 1.083
```

The total energy comes out at -7873.47532 eV. Its SMILES is CC[NH2+]CCO. The charge is +1. For the gap between HOMO and LUMO, the calculation gives 12.402 eV.

***

4.
This record from OMol25 describes the molecule C5H10N2O in a non-equilibrium geometry. The level of theory is the ωB97M-V functional and the def2-TZVPD basis.

Structure (XYZ):
```
18
Properties=species:S:1:pos:R:3
C 0.146 1.083 1.202
C 0.977 -0.104 0.683
C 0.022 -1.090 0.091
C 2.037 0.410 -0.305
C -2.589 0.129 -0.592
N -1.093 1.100 0.962
N -1.622 0.023 0.454
O -0.216 -2.282 0.692
H 0.611 1.867 1.770
H 1.464 -0.556 1.555
H -0.004 -1.203 -0.985
H 3.010 -0.031 -0.100
H 2.131 1.493 -0.240
H 1.764 0.161 -1.327
H -3.058 -0.846 -0.715
H -3.343 0.862 -0.298
H -2.153 0.447 -1.546
H -0.263 -2.169 1.650
```

The total energy comes out at -10372.03838 eV. For the gap between HOMO and LUMO, the calculation gives 8.661 eV.

***

5.
This record from OMol25 describes a cluster of 3 separate species, C3H5NO2 in total in a non-equilibrium geometry. The level of theory is the ωB97M-V functional and the def2-TZVPD basis.

Structure (XYZ):
```
11
Properties=species:S:1:pos:R:3
N 2.767 1.105 0.063
C 1.654 0.845 -0.190
O -1.006 1.944 0.617
C -1.644 0.959 0.354
C -0.400 -1.774 -0.388
O 0.792 -1.928 -0.429
H 3.725 1.301 0.253
H -1.969 0.721 -0.678
H -1.946 0.228 1.132
H -0.983 -1.930 0.543
H -0.991 -1.470 -1.276
```

The total energy comes out at -8773.66851 eV. For the gap between HOMO and LUMO, the calculation gives 10.411 eV.

***

6.
This record from OMol25 describes a structure of composition C9H18InO9 in a non-equilibrium geometry. The level of theory is the ωB97M-V functional and the def2-TZVPD basis.

Structure (XYZ):
```
37
Properties=species:S:1:pos:R:3
In -25.767 29.035 19.065
C -25.240 28.908 15.193
O -26.623 29.171 15.239
C -27.251 29.396 16.328
O -26.682 29.664 17.435
O -28.497 29.599 16.029
C -29.383 30.092 17.018
H -24.729 29.704 15.734
H -24.732 29.187 14.269
H -24.879 27.973 15.623
H -29.160 31.137 17.230
H -29.292 29.492 17.924
H -30.391 30.073 16.606
C -22.671 31.905 18.597
O -23.596 32.225 17.526
C -24.819 31.599 17.470
O -25.251 30.616 18.154
O -25.386 32.221 16.478
C -26.795 32.088 16.234
H -22.305 30.881 18.524
H -22.985 32.096 19.624
H -21.797 32.549 18.492
H -27.186 32.749 15.460
H -27.469 32.214 17.081
H -27.084 31.086 15.915
C -28.230 25.640 19.607
O -26.924 25.290 20.018
C -25.933 26.170 19.802
O -26.115 27.282 19.389
O -24.726 25.644 20.061
C -24.474 24.252 20.299
H -28.942 24.866 19.891
H -28.349 25.756 18.530
H -28.483 26.534 20.178
H -25.035 23.852 21.144
H -23.460 24.261 20.700
H -24.646 23.690 19.380
```

The total energy comes out at -33189.16786 eV. The charge is +3. For the gap between HOMO and LUMO, the calculation gives 6.966 eV.

***

7.
This record from OMol25 describes a cluster of 2 separate species, C8H14O2Si3 in total in a non-equilibrium geometry. The level of theory is the ωB97M-V functional and the def2-TZVPD basis.

Structure (XYZ):
```
27
Properties=species:S:1:pos:R:3
C 1.564 -0.141 -3.647
C 0.222 -0.091 -3.230
C 2.526 0.358 -2.834
C -0.153 0.570 -2.148
C 2.233 0.613 -1.474
C 0.865 0.816 -1.176
C -1.883 2.092 1.651
C -3.347 2.225 1.333
O -1.404 2.125 2.753
O -1.245 1.734 0.584
Si 0.256 -2.680 1.193
Si 1.210 -1.072 2.562
Si 0.434 1.486 0.510
H 1.853 -0.306 -4.651
H -0.580 -0.393 -3.903
H 3.547 0.432 -3.056
H -1.180 0.629 -2.081
H 3.037 0.785 -0.739
H -3.647 2.568 0.230
H -3.661 1.023 1.344
H -3.843 2.691 2.161
H 1.077 -2.839 0.052
H 0.058 -4.104 1.283
H -1.055 -2.333 0.515
H 1.160 -0.734 4.033
H 2.730 -1.237 2.450
H 0.971 2.903 0.922
```

The total energy comes out at -36247.36242 eV. For the gap between HOMO and LUMO, the calculation gives 7.080 eV.

***

8.
This record from OMol25 describes the molecule C4H9NO2. The level of theory is the ωB97M-V functional and the def2-TZVPD basis.

Structure (XYZ):
```
16
Properties=species:S:1:pos:R:3
C 1.476 -1.071 0.401
C 0.054 -0.581 0.131
C -0.416 0.351 1.259
O -1.802 0.504 1.341
N 0.055 0.052 -1.197
C -0.744 1.026 -1.683
O -1.603 1.654 -1.083
H 1.850 -1.700 -0.415
H 1.507 -1.668 1.317
H 2.159 -0.221 0.517
H -0.638 -1.434 0.113
H -0.096 -0.109 2.201
H 0.112 1.315 1.167
H -2.051 1.028 0.557
H 0.663 -0.379 -1.878
H -0.528 1.235 -2.747
```

The total energy comes out at -9879.25164 eV. Its SMILES is C[C@@H](CO)NC=O. For the gap between HOMO and LUMO, the calculation gives 10.640 eV.